# 1
# C6H5NO4S

The molecule C6H5NO4S (the ωB97M-V functional and the def2-TZVPD basis, OMol25).

```
17
Properties=species:S:1:pos:R:3:forces:R:3:nbo_charge:R:1
C 2.2417 0.6146 0.0746 -0.05 -2.80 -0.41 -0.199
C 1.6678 0.2833 -1.1755 -0.86 0.62 1.59 -0.189
C 1.7247 0.1030 1.2816 -0.97 -0.54 -0.85 -0.194
C 0.3847 -0.3010 -1.2140 -0.26 1.12 0.92 -0.196
C 0.5215 -0.6407 1.2336 -0.25 0.15 -0.24 -0.202
C -0.2142 -0.7125 -0.0036 2.18 -0.50 2.06 -0.313
N -2.5801 1.2066 0.0928 0.49 0.04 0.99 0.741
O -2.3377 1.9126 1.0334 0.18 -0.65 -0.09 -0.334
O -2.6776 -0.1733 0.3635 -1.06 -0.96 1.13 -0.655
O -1.9035 -2.2410 -1.1026 -0.77 -0.53 0.00 -0.860
O -2.8686 1.5130 -1.0028 -0.14 0.37 -1.62 -0.314
S -1.7382 -1.6525 0.2050 1.23 2.27 -1.72 1.581
H 3.3056 0.7243 0.0650 0.48 1.26 0.08 0.217
H 2.2114 0.5957 -2.0563 -0.29 -0.15 -0.22 0.225
H 2.3314 0.1926 2.1804 -0.34 -0.08 -0.08 0.226
H -0.2107 -0.1908 -2.1028 -0.04 -0.76 -0.41 0.243
H 0.1419 -1.2338 2.1278 0.49 1.14 -1.12 0.227
```
Positions in Å, forces in eV/Å.

Results
**Energy above the lowest of the compared OMol25 structures with the same formula, charge and spin**: 2.577 eV
**Highest occupied orbital energy**: -10.036 eV
**Net charge**: 0

***

# 2
# C4H14NO2S

A cluster of 3 separate species, C4H14NO2S in total (the ωB97M-V functional and the def2-TZVPD basis, OMol25).

```
22
Properties=species:S:1:pos:R:3:forces:R:3:nbo_charge:R:1
C -0.9230 -2.1516 -1.8036 -1.25 0.39 0.67 -0.419
N -1.0761 -1.1524 -0.7558 -0.07 -0.05 1.09 -0.658
C 0.1139 -0.8901 0.1515 -2.10 -1.06 -1.31 -0.070
C 1.2037 -0.1950 -0.6688 0.43 1.29 1.67 -0.538
S 1.8479 1.3449 0.1705 -0.47 -0.13 -0.13 -0.736
C 0.4799 -2.2506 0.6736 1.72 -1.82 0.36 -0.623
H -1.8785 -2.1148 -2.3746 0.84 -0.08 -0.07 0.191
H -0.0404 -2.0114 -2.4330 -0.01 -0.15 -0.23 0.169
H -0.9207 -3.1312 -1.3040 0.28 0.09 -0.45 0.182
H -1.4798 -0.2842 -1.0727 0.25 0.01 -0.31 0.350
H -0.3288 -0.3535 0.9994 0.53 0.55 -0.41 0.183
H 2.0862 -0.8261 -0.7132 -0.09 -0.27 -0.64 0.195
H 0.7714 0.0991 -1.6295 0.39 -0.33 -0.01 0.196
H -0.3006 -2.9454 1.0218 -0.35 0.83 -0.01 0.203
H 1.2526 -2.2696 1.4617 -0.30 0.58 -0.08 0.213
H 0.9769 -2.8456 -0.1063 -0.06 0.22 -0.15 0.192
H -1.4390 2.0462 -0.6747 -0.31 -0.12 -0.02 0.447
H -0.1333 2.7255 -0.6298 0.37 -0.03 -0.17 0.502
O -1.0111 2.8160 -1.0535 0.09 0.01 0.20 -0.979
H -1.2948 0.1972 3.0333 -0.78 0.29 0.45 0.465
H -1.4812 1.2716 2.1110 -0.42 0.60 -0.01 0.476
O -1.9468 0.9162 2.8852 1.30 -0.80 -0.43 -0.942
```
Positions in Å, forces in eV/Å.

Results
**Energy above the lowest of the compared OMol25 structures with the same formula, charge and spin**: 0.979 eV
**Highest occupied orbital energy**: -3.050 eV
**Net charge**: -1

***

# 3
# C2H6N2O2S

The molecule C2H6N2O2S (the ωB97M-V functional and the def2-TZVPD basis, OMol25).

```
13
Properties=species:S:1:pos:R:3:forces:R:3:nbo_charge:R:1
C -0.8525 -0.4832 -0.0973 1.58 0.23 -2.97 0.055
C -1.4233 0.8195 0.1376 -1.04 1.64 -0.36 -0.663
N 0.4896 -0.3486 -1.1700 -0.16 1.91 -0.43 -0.275
N -0.4352 -1.2081 0.9123 0.49 -2.20 1.42 -0.536
O 3.5639 0.7521 0.7860 0.74 1.76 0.61 -0.816
O 1.6944 0.4044 -0.9128 -1.28 0.06 0.29 -0.565
S 2.7824 -0.2337 0.1115 -0.87 -2.56 -0.35 1.247
H -1.2454 -1.0213 -0.9593 -0.72 -0.44 0.25 0.214
H -0.8150 1.2098 0.9489 -0.67 0.57 0.44 0.216
H -2.5057 0.6522 0.3279 0.67 0.62 0.41 0.230
H -1.3166 1.5191 -0.7102 -0.14 -0.48 0.26 0.239
H 0.6998 -1.3138 -1.1638 1.10 -1.45 0.00 0.331
H -0.6364 -0.7484 1.7892 0.30 0.35 0.43 0.322
```
Positions in Å, forces in eV/Å.

Results
**Energy above the lowest of the compared OMol25 structures with the same formula, charge and spin**: 6.310 eV
**Highest occupied orbital energy (alpha / beta)**: -8.479 / -9.633 eV
**Net charge**: 0

***

# 4
# C4H7CdO3

A structure of composition C4H7CdO3 (the ωB97M-V functional and the def2-TZVPD basis, OMol25).

```
15
Properties=species:S:1:pos:R:3:forces:R:3:nbo_charge:R:1
H -2.1046 2.0636 -1.5342 0.09 -0.39 -0.06 0.191
O 0.7891 0.2906 0.9137 0.43 -0.20 0.42 -0.512
C -0.2561 0.2649 0.1200 -0.60 -0.61 0.55 1.025
O -1.0085 -0.7164 0.1795 1.71 0.47 1.63 -0.779
Cd -2.3212 -0.8072 -1.4141 -2.03 -0.64 -1.92 0.767
O -0.4437 1.3210 -0.6047 0.47 -0.11 -0.35 -0.501
C -1.4535 1.1883 -1.6836 0.10 1.21 -0.45 -0.720
H -0.8812 1.3849 -2.6038 -0.19 -0.12 0.27 0.185
C 2.1065 0.5350 0.3763 -0.02 0.59 -0.25 -0.062
H 2.0656 0.4444 -0.7166 0.03 0.09 0.22 0.186
H 2.3973 1.5634 0.6254 -0.13 -0.22 -0.03 0.188
C 3.0529 -0.4725 0.9791 0.32 -0.20 0.01 -0.630
H 2.8407 -0.6278 2.0449 0.04 0.10 -0.30 0.228
H 2.9886 -1.4358 0.4565 -0.02 0.21 0.24 0.216
H 4.0789 -0.0928 0.8818 -0.20 -0.17 0.02 0.218
```
Positions in Å, forces in eV/Å.

Results
**Spin multiplicity**: 2
**Energy above the lowest of the compared OMol25 structures with the same formula, charge and spin**: 0.000 eV
**Highest occupied orbital energy (alpha / beta)**: -6.475 / -9.153 eV
**Net charge**: 0

***

Max |F|: 0.0603; 0.0524; 0.0655; 0.0558 (hartree/bohr)
Calculated total energy: -985.3254; -764.2373; -737.7712; -549.9793 (Eh)